Here is 13 unconnected molecules or ions with the total composition C57H138N8O13 from the OMol25 dataset. Energies are from ωB97M-V/def2-TZVPD.

Geometry as ORCA input:
```
! wB97M-V def2-TZVPD RIJCOSX def2/J DEFGRID3
* xyz 0 1
C 5.06 3.69 1.40
C 4.14 3.85 2.63
C 4.52 4.97 3.57
C 3.95 6.39 3.31
C 2.48 6.29 3.07
C 2.10 5.38 1.89
N 2.73 4.06 2.19
O 2.39 3.03 1.23
C 0.60 5.13 1.79
C 2.62 6.02 0.57
C 4.18 2.53 3.41
H 6.05 3.41 1.82
H 5.17 4.69 1.02
H 4.53 3.04 0.65
H 4.12 4.65 4.51
H 5.58 5.00 3.68
H 4.41 6.85 2.44
H 4.22 7.00 4.12
H 2.14 7.29 2.79
H 1.94 6.00 3.96
H 0.27 4.29 2.41
H 0.04 5.99 2.26
H 0.35 5.13 0.73
H 3.60 6.43 0.79
H 2.59 5.26 -0.21
H 1.91 6.75 0.28
H 5.14 2.43 3.83
H 3.89 1.74 2.68
H 3.41 2.53 4.21
H 2.85 3.09 0.40
C 5.95 1.10 -2.98
C 5.34 2.52 -2.86
C 5.53 3.16 -4.20
C 4.36 2.97 -5.19
C 2.99 3.31 -4.60
C 2.78 2.48 -3.35
N 3.92 2.65 -2.44
O 3.74 1.83 -1.21
C 1.45 2.97 -2.66
C 2.55 0.99 -3.69
C 6.14 3.23 -1.77
H 5.70 0.41 -2.19
H 7.04 1.25 -2.82
H 5.84 0.63 -3.93
H 5.74 4.21 -4.01
H 6.47 2.82 -4.69
H 4.39 1.93 -5.63
H 4.55 3.70 -5.95
H 2.14 3.06 -5.23
H 2.82 4.37 -4.33
H 0.67 3.08 -3.43
H 1.18 2.22 -1.92
H 1.48 4.00 -2.28
H 1.51 0.85 -4.05
H 3.25 0.56 -4.42
H 2.50 0.47 -2.73
H 5.67 4.25 -1.72
H 7.14 3.42 -2.12
H 6.33 2.71 -0.82
H 3.96 0.90 -1.48
C -4.34 -1.55 -6.91
C -3.78 -1.36 -5.47
C -2.36 -1.85 -5.34
C -1.25 -0.94 -5.93
C -1.49 0.51 -5.46
C -2.96 1.03 -5.61
N -3.87 0.06 -4.94
O -5.20 0.41 -5.20
C -2.94 2.33 -4.84
C -3.25 1.32 -7.06
C -4.61 -2.28 -4.53
H -5.13 -0.83 -7.01
H -4.76 -2.58 -7.03
H -3.49 -1.26 -7.60
H -2.09 -2.13 -4.30
H -2.38 -2.78 -5.96
H -1.09 -0.88 -7.06
H -0.31 -1.30 -5.52
H -0.80 1.24 -5.89
H -1.26 0.56 -4.35
H -3.90 2.79 -4.81
H -2.53 2.17 -3.85
H -2.32 3.06 -5.43
H -4.23 1.73 -7.10
H -2.45 1.97 -7.35
H -3.16 0.52 -7.76
H -4.20 -2.25 -3.46
H -4.60 -3.26 -4.94
H -5.69 -2.06 -4.57
H -5.66 0.33 -4.37
C 5.84 -6.26 -1.19
C 4.33 -6.17 -0.76
C 3.64 -7.45 -0.45
C 3.90 -8.03 0.94
C 3.54 -6.94 2.00
C 4.26 -5.65 1.79
N 4.04 -5.25 0.37
O 4.72 -4.00 0.23
C 3.66 -4.66 2.76
C 5.77 -5.83 2.21
C 3.65 -5.43 -1.94
H 6.42 -6.23 -0.26
H 5.98 -5.34 -1.70
H 6.08 -7.11 -1.86
H 2.57 -7.38 -0.61
H 3.87 -8.08 -1.36
H 4.96 -8.22 0.97
H 3.34 -8.95 1.08
H 3.76 -7.40 2.97
H 2.53 -6.62 1.87
H 2.59 -4.43 2.55
H 3.70 -5.09 3.77
H 4.27 -3.70 2.75
H 6.27 -6.75 1.74
H 6.33 -4.96 1.82
H 5.91 -5.90 3.33
H 3.88 -4.40 -1.94
H 2.57 -5.48 -1.91
H 3.95 -5.75 -2.94
H 3.96 -3.41 0.20
C 0.43 3.36 5.75
C -0.20 1.94 5.76
C -0.96 1.62 7.02
C -2.31 2.34 7.18
C -3.23 1.92 5.99
C -2.53 2.15 4.61
N -1.16 1.56 4.67
O -0.53 2.03 3.44
C -3.30 1.26 3.64
C -2.60 3.64 4.23
C 0.89 0.87 5.69
H -0.04 4.06 6.45
H 0.39 3.73 4.71
H 1.48 3.32 5.97
H -1.23 0.59 6.91
H -0.24 1.75 7.85
H -2.24 3.41 7.24
H -2.79 2.05 8.10
H -4.19 2.39 6.07
H -3.43 0.81 6.03
H -3.44 0.28 4.07
H -4.17 1.81 3.37
H -2.69 1.18 2.73
H -2.09 4.21 4.97
H -2.26 3.93 3.27
H -3.67 3.82 4.35
H 1.44 0.97 6.58
H 1.55 0.92 4.84
H 0.38 -0.07 5.55
H 0.35 1.61 3.32
O 0.19 -3.50 1.63
H -0.13 -2.68 1.98
H 0.85 -3.30 0.90
O -0.84 -0.93 2.30
H -1.23 -0.66 3.15
H -1.49 -0.68 1.60
O -7.67 -3.70 -3.30
H -7.56 -4.19 -4.11
H -6.80 -3.39 -3.05
O 1.43 0.37 1.41
H 0.50 0.20 1.74
H 1.59 1.25 1.21
O 2.72 -2.06 0.96
H 2.60 -1.14 1.24
H 2.76 -2.50 1.83
C -6.67 1.95 -1.59
C -6.04 0.54 -1.77
C -6.06 -0.35 -0.53
O -5.82 0.43 0.62
C -6.04 -0.12 1.95
N -6.62 -0.23 -2.82
H -5.94 2.73 -1.70
H -7.02 1.97 -0.55
H -7.46 2.07 -2.32
H -5.04 0.64 -2.13
H -5.34 -1.16 -0.69
H -7.09 -0.81 -0.52
H -5.25 -0.83 2.20
H -7.04 -0.60 1.88
H -6.06 0.69 2.68
H -7.64 -0.40 -2.71
H -6.28 -1.22 -2.85
C -2.10 1.51 -0.62
C -1.89 0.02 -1.07
C -0.42 -0.36 -1.55
O -0.40 -1.72 -1.93
C 0.81 -2.22 -2.52
N -2.30 -0.69 0.19
H -1.65 2.27 -1.30
H -1.74 1.69 0.40
H -3.17 1.65 -0.42
H -2.56 -0.25 -1.89
H 0.36 -0.05 -0.80
H -0.25 0.25 -2.47
H 1.00 -1.59 -3.45
H 0.56 -3.28 -2.77
H 1.70 -2.09 -1.81
H -2.30 -1.67 0.04
H -3.28 -0.40 0.47
C -4.18 -4.66 0.77
C -3.77 -3.87 1.99
C -4.94 -3.64 2.91
O -4.55 -2.57 3.75
C -5.36 -2.30 4.81
N -2.70 -4.53 2.81
H -4.55 -5.68 0.96
H -3.27 -4.77 0.17
H -4.91 -4.11 0.23
H -3.51 -2.85 1.65
H -5.05 -4.58 3.48
H -5.92 -3.47 2.37
H -5.54 -3.17 5.48
H -6.18 -1.75 4.42
H -4.86 -1.60 5.45
H -1.89 -4.40 2.27
H -2.61 -3.77 3.50
*
```

Results of the Löwdin charge analysis, in e, for atoms 1 through 2: -0.02 -0.52

=====

Here is 11 unconnected molecules or ions with the total composition C57H138N8O3 from the OMol25 dataset. Energies are from ωB97M-V/def2-TZVPD.

Computed properties:
**SMILES string**: CCN(CC)CC.CCN(CC)CC.CCN(CC)CC.CCN(CC)CC.CCN(CC)CC.CCN(CC)CC.CCN(CC)CC.CCN(CC)CC.CC(C)=O.CC(C)=O.CC(C)=O

Geometry as ORCA input:
```
! wB97M-V def2-TZVPD RIJCOSX def2/J DEFGRID3
* xyz 0 1
C 1.80 -18.97 -10.18
C 1.31 -18.09 -9.00
N 0.13 -17.38 -9.46
C -1.14 -18.12 -9.57
C -2.15 -17.41 -10.55
C -0.08 -16.10 -8.74
C -0.66 -16.24 -7.33
H 1.90 -18.52 -11.17
H 1.21 -19.87 -10.33
H 2.82 -19.32 -9.99
H 1.11 -18.59 -8.05
H 2.17 -17.45 -8.82
H -0.87 -19.04 -10.10
H -1.64 -18.48 -8.68
H -3.04 -18.00 -10.79
H -2.60 -16.58 -10.01
H -1.64 -17.12 -11.47
H -0.70 -15.37 -9.27
H 0.86 -15.57 -8.64
H -0.78 -15.26 -6.87
H -0.08 -16.94 -6.73
H -1.63 -16.75 -7.26
C -6.39 -6.29 -3.83
C -5.72 -7.72 -3.91
N -4.47 -7.65 -4.71
C -4.15 -8.89 -5.47
C -5.22 -9.15 -6.58
C -3.33 -7.06 -3.97
C -2.29 -6.54 -4.94
H -5.81 -5.57 -3.25
H -7.40 -6.30 -3.43
H -6.44 -5.87 -4.84
H -5.62 -8.23 -2.95
H -6.55 -8.25 -4.38
H -3.20 -8.84 -6.00
H -4.17 -9.77 -4.83
H -6.19 -9.35 -6.13
H -5.31 -8.27 -7.23
H -4.89 -10.00 -7.17
H -2.95 -7.80 -3.27
H -3.68 -6.21 -3.38
H -2.07 -7.18 -5.79
H -1.32 -6.36 -4.46
H -2.76 -5.64 -5.34
C -6.52 -17.31 -0.96
C -6.73 -18.49 -1.87
N -7.70 -18.19 -2.91
C -7.19 -17.43 -4.02
C -8.32 -16.74 -4.73
C -8.12 -19.49 -3.50
C -8.94 -20.43 -2.54
H -6.14 -16.42 -1.46
H -5.78 -17.44 -0.17
H -7.38 -17.02 -0.36
H -5.77 -18.81 -2.29
H -7.07 -19.33 -1.27
H -6.58 -16.59 -3.68
H -6.48 -17.99 -4.63
H -7.89 -15.93 -5.33
H -8.93 -17.46 -5.27
H -9.03 -16.17 -4.13
H -7.32 -20.11 -3.90
H -8.73 -19.30 -4.39
H -9.64 -19.88 -1.90
H -8.30 -20.97 -1.85
H -9.42 -21.20 -3.14
C -0.66 -10.71 -6.35
C 0.80 -10.54 -6.79
N 0.97 -9.58 -7.90
C 0.37 -10.16 -9.09
C 0.87 -9.56 -10.38
C 0.46 -8.24 -7.57
C 1.08 -7.66 -6.36
H -0.85 -11.50 -5.62
H -1.28 -11.05 -7.18
H -1.16 -9.81 -5.99
H 1.27 -10.19 -5.87
H 1.29 -11.48 -7.03
H -0.72 -10.11 -9.11
H 0.57 -11.24 -9.11
H 0.67 -8.49 -10.32
H 0.29 -9.87 -11.26
H 1.92 -9.67 -10.62
H 0.71 -7.55 -8.38
H -0.63 -8.18 -7.48
H 2.15 -7.88 -6.45
H 0.84 -6.60 -6.33
H 0.71 -8.12 -5.45
C -0.48 -15.18 -3.16
C -1.55 -15.85 -2.31
N -1.95 -17.13 -2.89
C -2.35 -18.16 -1.95
C -1.11 -18.78 -1.28
C -2.96 -16.87 -3.87
C -3.05 -18.00 -4.92
H 0.02 -14.44 -2.54
H -0.89 -14.67 -4.02
H 0.22 -15.94 -3.51
H -1.09 -16.04 -1.34
H -2.45 -15.29 -2.05
H -2.94 -17.67 -1.17
H -2.96 -18.90 -2.47
H -1.26 -19.73 -0.78
H -0.31 -19.00 -1.99
H -0.67 -18.17 -0.49
H -2.72 -15.99 -4.48
H -3.95 -16.67 -3.47
H -2.07 -18.30 -5.29
H -3.54 -17.59 -5.80
H -3.61 -18.87 -4.58
C -6.21 -7.58 2.76
C -4.90 -8.15 2.19
N -4.03 -7.17 1.54
C -4.72 -6.79 0.34
C -4.05 -5.60 -0.34
C -2.68 -7.72 1.35
C -1.85 -7.73 2.62
H -6.95 -7.46 1.97
H -6.07 -6.62 3.24
H -6.68 -8.31 3.42
H -4.19 -8.54 2.93
H -5.08 -8.96 1.49
H -4.79 -7.63 -0.35
H -5.72 -6.43 0.60
H -3.92 -4.88 0.47
H -3.06 -5.81 -0.73
H -4.61 -5.13 -1.15
H -2.15 -7.14 0.60
H -2.74 -8.73 0.94
H -0.81 -7.93 2.38
H -2.18 -8.37 3.44
H -1.71 -6.73 3.04
C -7.68 -12.49 -3.99
C -8.31 -11.63 -2.91
N -7.85 -11.97 -1.57
C -8.39 -13.30 -1.15
C -7.55 -13.76 0.07
C -8.19 -10.91 -0.62
C -7.43 -9.59 -0.90
H -7.97 -12.04 -4.94
H -8.03 -13.53 -3.96
H -6.59 -12.47 -3.96
H -8.07 -10.58 -3.08
H -9.39 -11.74 -2.99
H -9.44 -13.33 -0.88
H -8.14 -14.01 -1.93
H -7.58 -14.84 0.22
H -6.52 -13.43 -0.04
H -7.99 -13.42 1.01
H -7.77 -11.25 0.33
H -9.27 -10.83 -0.57
H -7.30 -8.95 -0.03
H -7.92 -8.95 -1.63
H -6.44 -9.80 -1.30
C -0.80 -12.62 -0.16
C -1.23 -13.50 1.02
N -2.65 -13.33 1.36
C -3.07 -12.15 2.08
C -4.58 -11.94 1.86
C -3.17 -14.59 1.99
C -3.88 -15.47 1.00
H -1.42 -12.88 -1.02
H 0.23 -12.78 -0.50
H -0.98 -11.56 0.01
H -1.05 -14.53 0.71
H -0.59 -13.40 1.90
H -2.56 -11.35 1.56
H -2.83 -12.07 3.15
H -4.77 -11.74 0.80
H -4.93 -11.03 2.34
H -5.18 -12.80 2.16
H -2.43 -15.12 2.59
H -3.87 -14.36 2.79
H -4.71 -15.04 0.44
H -3.21 -15.79 0.20
H -4.28 -16.33 1.55
C -4.30 -12.80 -1.87
C -3.52 -11.80 -2.68
C -3.25 -10.44 -2.04
O -2.98 -12.11 -3.76
H -3.57 -13.45 -1.38
H -4.86 -13.44 -2.55
H -5.02 -12.24 -1.28
H -4.09 -9.76 -2.17
H -2.46 -9.91 -2.58
H -3.04 -10.44 -0.97
C -3.09 -13.47 -7.65
C -4.08 -14.52 -7.19
C -5.12 -14.11 -6.13
O -3.92 -15.71 -7.55
H -2.77 -12.90 -6.78
H -3.61 -12.73 -8.26
H -2.24 -13.85 -8.22
H -4.68 -14.05 -5.14
H -5.93 -14.84 -6.09
H -5.45 -13.08 -6.28
C 0.45 -8.27 -2.59
C 0.93 -8.30 -1.14
C 2.28 -7.65 -0.88
O 0.22 -8.66 -0.21
H 1.30 -8.29 -3.28
H -0.12 -7.34 -2.61
H -0.18 -9.15 -2.69
H 2.48 -7.84 0.17
H 2.14 -6.57 -0.91
H 3.10 -7.98 -1.52
*
```

Results of the Löwdin charge analysis, in e, for atoms 1 through 2: -0.10 -0.24

=====

| no. | E_HOMO (Ha) |
| --- | --- |
| 1 | -0.3004 |
| 2 | -0.2922 |